Formula: C14H25CaCl2F3LiN5O4S
Source: the Open Molecules 2025 dataset
Level of theory: ωB97M-V with the def2-TZVPD basis set

The geometry in XYZ format:
```
56
Properties=species:S:1:pos:R:3:mulliken_charge:R:1
C -1.53751 5.53819 -1.63320 -0.35
C -0.75693 5.21564 -0.48352 -0.20
C -0.11092 4.42163 0.83947 -0.33
C -1.32323 4.05245 1.88297 -0.68
C -2.43814 3.01763 1.18734 -0.50
C -1.57221 1.71271 0.68658 0.01
C -0.80698 0.67103 1.74979 -0.47
N 0.02578 -0.49887 1.35418 -0.64
N 0.18272 -0.73808 0.02314 0.71
S 1.24352 -2.12786 -0.34720 1.02
C 2.30288 -2.43752 1.21421 -0.55
O 2.27136 -1.82000 -1.46712 -0.57
O 0.39999 -3.41359 -0.58187 -0.65
C -0.37720 -0.04403 -1.18897 0.08
N -0.17755 -0.41316 -2.64066 0.22
C 0.30396 0.77345 -3.47489 -0.26
C 1.15382 0.19787 -4.78831 -0.90
C -1.33882 1.29868 -0.91789 0.01
H -2.30046 5.67616 -2.52042 0.10
H 0.55026 3.51232 0.50744 0.28
H 0.63439 5.17687 1.38680 0.37
H -1.82944 5.04510 2.25106 0.36
H -0.81134 3.51895 2.81980 0.28
H -3.16271 2.69071 2.06032 0.32
H -3.02190 3.57445 0.33530 0.32
H -0.96221 0.92810 2.89899 0.24
H 1.72094 -3.00902 2.05268 -0.02
H 2.51854 -1.33955 1.63128 0.38
H 3.35493 -2.88705 0.94945 0.32
H -1.05003 -0.74863 -3.10364 -0.05
H -0.59677 1.40262 -3.94049 0.24
H 1.06451 1.47627 -2.88508 0.28
H 2.19546 -0.23707 -4.45425 0.25
H 0.56189 -0.67204 -5.34566 0.21
H 1.37100 1.07173 -5.54357 0.32
H -1.81199 1.93636 -1.79547 0.26
C 3.19831 -3.36799 4.86311 0.65
O 3.22348 -2.47716 4.02863 -0.44
N 4.07370 -3.43478 5.88231 -0.46
N 2.29294 -4.36263 4.83804 -0.42
H 4.06886 -4.16043 6.57909 0.14
H 4.77218 -2.70514 5.93807 0.26
H 1.61542 -4.34983 4.08685 0.18
H 2.25622 -5.10490 5.51607 0.16
O -1.02426 -1.34674 4.06402 -1.05
H -0.48624 -1.49980 3.30882 0.63
C -2.68073 -2.73862 -4.86844 -0.26
Cl -2.06201 -1.59199 -6.06315 -0.14
Cl -3.01299 -1.93594 -3.32891 -0.22
H -3.60583 -3.18121 -5.24580 0.36
H -1.93582 -3.52178 -4.70787 0.22
F -2.17105 3.35829 -0.98326 -0.60
Li -3.42668 6.79799 -2.88091 0.99
Ca -0.57248 -2.98954 4.96228 1.43
F -4.35552 -3.34074 -7.08336 -0.93
F 3.96288 -0.56954 2.37579 -0.91
```

charge: 0
E_tot: -93214.9453 eV
HOMO level: -5.35 eV
energy above the lowest of the compared OMol25 structures with the same formula, charge and spin: 13.944 eV



Formula: C14H25Cl2N3
Source: the Open Molecules 2025 dataset
Level of theory: ωB97M-V with the def2-TZVPD basis set

The geometry in XYZ format:
```
44
Properties=species:S:1:pos:R:3:mulliken_charge:R:1
C 5.01370 -3.08559 0.64840 -1.14
C 5.25721 -1.90304 1.60706 -0.14
C 6.41994 -1.00932 1.18047 -0.38
C 7.75254 -1.59687 1.12040 0.19
N 8.81800 -2.01627 1.06127 -0.43
H 4.88830 -2.71297 -0.36882 0.29
H 4.09138 -3.58014 0.94320 0.32
H 5.87158 -3.75548 0.65499 0.41
H 5.38615 -2.23939 2.63319 0.32
H 4.36876 -1.27651 1.55305 0.02
H 6.48599 -0.16403 1.87679 0.29
H 6.20661 -0.48867 0.24297 0.26
C -2.06585 2.77028 0.23960 -0.96
C -3.51427 3.12216 0.54347 -0.41
C -3.75209 4.00908 1.74727 -0.52
C -3.20272 3.49013 3.00808 0.22
N -2.78433 3.08223 3.99700 -0.41
H -1.52167 3.65791 -0.10211 0.33
H -1.97058 2.04175 -0.56189 0.24
H -1.58262 2.45140 1.16450 0.36
H -4.06378 2.19010 0.72968 0.23
H -4.03292 3.56221 -0.31109 0.33
H -4.80459 4.24494 1.90186 0.34
H -3.26406 4.98598 1.62666 0.26
C -5.45705 -3.04640 -1.18740 -1.24
C -4.12534 -2.29620 -1.11404 -0.24
C -3.70467 -1.81386 -2.52198 -0.50
C -2.45460 -1.05806 -2.40022 0.23
N -1.47874 -0.47293 -2.29720 -0.43
H -6.24413 -2.41194 -1.60144 0.33
H -5.81969 -3.43246 -0.23404 0.34
H -5.36887 -3.93816 -1.81290 0.33
H -3.42004 -3.00316 -0.67761 0.30
H -4.17284 -1.40564 -0.48949 0.25
H -4.48801 -1.14963 -2.88594 0.28
H -3.57812 -2.64064 -3.21761 0.32
Cl 2.04863 -0.36837 0.31486 -0.20
C 1.38620 1.05557 -0.53138 -0.04
C 2.52066 1.70162 -1.29458 -0.50
Cl 3.55634 2.65249 -0.22648 -0.20
H 0.85399 1.71117 0.15373 0.21
H 0.58655 0.74124 -1.20538 0.08
H 2.20760 2.39900 -2.07480 0.32
H 3.15144 0.99649 -1.83208 0.35
```

SMILES: CCCC#N.CCCC#N.CCCC#N.ClCCCl
charge: 0
E_tot: -44438.0314 eV
HOMO level: -10.66 eV
energy above the lowest of the compared OMol25 structures with the same formula, charge and spin: 0.260 eV



Formula: C14H25IrN6O8S3
Source: the Open Molecules 2025 dataset
Level of theory: ωB97M-V with the def2-TZVPD basis set

The geometry in XYZ format:
```
57
Properties=species:S:1:pos:R:3:mulliken_charge:R:1
Ir -0.04412 -0.02098 -0.10883 1.44
C 4.53818 -0.28238 -0.86843 -1.22
N 4.18518 -0.06258 0.51767 0.12
C 5.32098 0.17032 1.38377 -1.03
C 2.91228 0.35552 0.81077 0.70
N 2.06418 0.79852 -0.05673 -0.69
N 2.55268 0.22572 2.13867 -0.08
C 1.27578 0.32832 2.64447 0.57
N 1.16358 -0.05308 3.95317 -0.52
N 0.30288 0.84422 1.97087 -0.54
H 5.36618 -0.98938 -0.90513 0.33
H 4.84928 0.63962 -1.37073 0.38
H 3.69508 -0.72538 -1.39753 0.38
H 5.94518 -0.72318 1.42447 0.36
H 5.02578 0.43662 2.39507 0.35
H 5.92718 0.99152 0.98717 0.34
H 2.44548 0.90792 -0.98853 0.26
H 3.18628 -0.33728 2.68927 0.22
H 1.88398 -0.61738 4.37357 0.20
H 0.23258 -0.22388 4.29567 0.24
H -0.55542 0.92732 2.50587 0.24
N -1.01032 1.70752 -1.48723 -0.24
C -2.03162 2.60092 -1.14043 0.66
C -1.73832 3.76992 -0.43273 -0.46
C -2.75332 4.65292 -0.10493 -0.96
C -4.02972 4.35312 -0.50753 -0.01
C -4.36502 3.21552 -1.19763 -0.91
C -3.35142 2.32282 -1.50923 0.00
S -5.33362 5.58902 -0.06743 1.23
O -5.26672 5.52222 1.37847 -0.67
O -4.77652 6.78402 -0.66693 -0.67
O -6.53142 5.06022 -0.67293 -0.69
H -0.17432 2.18112 -1.81343 0.28
H -1.37692 0.98412 -2.14713 0.25
H -0.71672 3.98062 -0.15233 0.33
H -2.56042 5.56022 0.44267 0.37
H -5.39132 3.04592 -1.47483 0.55
H -3.55812 1.41012 -2.05043 0.51
O -0.04902 -1.18758 -1.97793 -0.77
S -1.55812 -1.37618 -1.88383 1.17
O -2.17702 -0.34738 -2.71593 -0.74
O -1.87922 -1.10358 -0.42623 -0.73
O -1.92402 -2.72558 -2.22553 -0.66
O 0.97938 -1.90048 1.05507 -0.42
S 0.95538 -3.39148 0.87557 0.01
C 1.12708 -3.75578 -0.90213 -0.24
C 0.38218 -5.05938 -1.08073 -0.75
C -0.95122 -4.92398 -0.33083 -0.63
C -0.79652 -3.91358 0.80757 -0.30
H 2.18288 -3.80838 -1.15573 0.48
H 0.63958 -2.93708 -1.44033 0.04
H 0.96958 -5.88808 -0.67603 0.36
H 0.20028 -5.24768 -2.13723 0.31
H -1.25712 -5.89748 0.05597 0.38
H -1.71432 -4.55308 -1.01973 0.25
H -1.08622 -4.32298 1.77457 0.46
H -1.35102 -2.99098 0.61277 0.13
```

charge: 0
E_tot: -75587.1339 eV
HOMO level (alpha / beta): -7.23 / -7.23 eV



Formula: C14H25NO6
Source: the Open Molecules 2025 dataset
Level of theory: ωB97M-V with the def2-TZVPD basis set

The geometry in XYZ format:
```
46
Properties=species:S:1:pos:R:3:mulliken_charge:R:1
C 1.04563 -5.07479 0.42095 -0.64
O -0.27252 -4.96748 -0.10321 -0.47
C -0.43579 -3.67749 -0.64482 -0.10
C -1.89683 -3.40576 -1.03009 -0.85
C -2.62542 -2.55745 0.05552 -0.56
C -2.94484 -1.11668 -0.40615 -0.63
O -2.66847 -0.15200 0.61088 -0.37
C -1.40911 0.35687 0.61911 0.47
O -0.81531 0.43205 1.64814 -0.43
O -0.90000 0.85325 -0.53970 -0.16
C -0.08806 -0.05014 -1.28832 0.57
C 1.42186 0.12207 -1.10481 -0.72
O 1.85288 0.20483 0.24993 -0.22
C 2.23520 -0.99453 0.78501 0.62
C 3.52293 -1.63965 0.30246 -1.06
O 1.59889 -1.51315 1.65505 -0.46
H 1.76328 -4.70664 -0.32700 0.26
H 1.25078 -6.10281 0.71316 0.31
H 1.14050 -4.41515 1.29533 0.26
H 0.20611 -3.54519 -1.53536 0.38
H -0.12136 -2.92124 0.09028 -0.06
H -2.40237 -4.36302 -1.17394 0.42
H -1.95169 -2.83289 -1.96145 0.38
H -2.09339 -2.57013 1.00917 0.52
H -3.57979 -3.06356 0.23216 0.33
H -4.02585 -1.07539 -0.56533 0.40
H -2.49851 -0.88340 -1.37513 0.38
H -0.37392 -1.09420 -1.13774 -0.48
H -0.29328 0.16498 -2.34467 0.29
H 1.78891 0.96411 -1.69286 0.41
H 1.87991 -0.77633 -1.54421 0.26
H 4.35608 -0.94164 0.40967 0.34
H 3.43310 -1.90078 -0.75623 0.31
H 3.68123 -2.53981 0.89090 0.33
C -1.13592 6.26059 0.54013 -1.06
C 0.09394 5.93370 1.37919 -0.44
C 1.13246 5.10327 0.61596 -0.53
C 0.56387 3.82065 0.19256 0.24
N 0.10625 2.81716 -0.14013 -0.32
H -1.66670 5.35550 0.24191 0.30
H -1.83334 6.87498 1.10979 0.32
H -0.86111 6.81024 -0.36265 0.29
H -0.21625 5.39455 2.27602 0.30
H 0.56135 6.86335 1.70960 0.31
H 1.99819 4.90665 1.24940 0.26
H 1.47646 5.64250 -0.26848 0.29
```

SMILES: COCCCCOC(=O)OCCOC(C)=O.CCCC#N
charge: 0
E_tot: -28695.7571 eV
HOMO level: -9.61 eV
energy above the lowest of the compared OMol25 structures with the same formula, charge and spin: 3.202 eV



What is the formula in the fourth record?
C14H25NO6